1.
Below is a molecular structure, C3H5ClN2OS, with properties calculated with ωB97M-V/def2-TZVPD.

Geometry as XYZ:
```
13
Properties=species:S:1:pos:R:3:forces:R:3:mulliken_charge:R:1
C -0.216380 0.804761 -0.026984 0.661 -1.823 -0.752 0.193
C -0.382538 -0.542467 -0.047223 -0.723 1.825 0.661 -0.267
C -1.373108 1.663468 -0.255835 -1.487 1.197 1.142 -0.269
N -2.774044 0.833230 -0.291991 -1.878 1.912 0.712 0.033
N 0.803482 -1.318965 0.289470 -0.384 -1.244 2.549 -0.143
O -3.578092 1.065643 0.616063 2.528 -0.279 -1.263 -0.402
S -1.828951 -1.271904 -0.399082 -0.070 -1.971 0.105 -0.322
Cl 1.483132 1.369948 -0.017107 -0.414 0.934 0.166 -0.327
H -1.396992 2.399037 0.608514 -0.374 -0.471 -1.156 0.288
H -1.503827 2.159498 -1.251494 0.647 -0.261 0.795 0.232
H 0.873570 -2.015322 -0.394965 0.254 -1.650 -1.215 0.352
H 0.861453 -1.791687 1.261385 -0.569 1.086 -1.829 0.346
H 1.533452 -0.659191 0.179840 1.810 0.745 0.083 0.284
```
Positions in Å, forces in eV/Å.

Calculated values
- LUMO (spin up / spin down) (eV) = -0.2 / -0.2
- highest occupied orbital energy (spin up / spin down) (eV) = -7.25 / -7.25
- HOMO-LUMO gap (spin up / spin down) (eV) = 7.0 / 7.0
- energy relative to the best compared isomer or geometry (same formula, charge and spin) (kcal per mole) = 113.2

---

2.
Below is C3H5ClNOP in the gas phase, with properties calculated with ωB97M-V/def2-TZVPD.

Geometry as XYZ:
```
12
Properties=species:S:1:pos:R:3:forces:R:3:mulliken_charge:R:1
C 0.918101 -0.986135 0.167648 2.427 1.264 2.783 -1.128
C 0.725178 0.495372 -0.111247 -4.546 0.029 1.748 0.356
C 0.613849 0.704842 -1.539771 -0.168 -0.095 1.384 0.137
N 0.632679 0.950107 -2.643315 -0.078 0.335 -2.207 -0.356
O -0.622832 0.964269 0.566981 2.095 -0.069 -1.443 -0.343
P -2.037865 0.188510 0.207519 1.214 0.328 -0.138 0.189
Cl -2.137692 -0.977760 1.889845 -0.368 -0.371 0.349 -0.219
H 0.192409 -1.587666 -0.297267 -0.983 -0.691 -0.415 0.410
H 1.795367 -0.950387 -0.424810 1.568 -1.787 -0.559 0.427
H 1.210882 -1.330413 1.278738 -0.978 1.137 -2.601 0.225
H 1.437241 1.240944 0.195634 0.405 -0.208 0.884 0.234
H -2.727318 1.288316 0.710048 -0.588 0.129 0.215 0.068
```
Positions in Å, forces in eV/Å.

Calculated values
- LUMO (eV) = 0.6
- highest occupied orbital energy (eV) = -9.80
- SMILES = C[C@@H](C#N)OPCl
- HOMO-LUMO gap (eV) = 10.4
- energy relative to the best compared isomer or geometry (same formula, charge and spin) (kcal per mole) = 28.1

---

3.
Below is C3H5ClO in the gas phase, with properties calculated with ωB97M-V/def2-TZVPD.

Geometry as XYZ:
```
10
Properties=species:S:1:pos:R:3:forces:R:3:mulliken_charge:R:1
C 0.971358 -1.076674 -0.512345 0.409 -0.120 0.291 -0.492
C 0.497058 -0.232658 0.383292 0.742 -0.072 -1.074 -0.305
C -0.772785 0.436095 0.478683 -1.392 -0.390 -1.441 0.069
O -0.653869 1.714867 -0.043348 -1.310 0.111 1.035 -0.471
Cl -2.182071 -0.673599 -0.228566 0.998 1.266 0.441 -0.256
H 2.041099 -1.279377 -0.391477 -0.443 -0.306 -0.640 0.248
H 0.338586 -1.522610 -1.296957 0.517 0.066 0.616 0.252
H 1.075320 0.378457 1.041358 1.388 -0.436 0.523 0.255
H -0.944786 0.509490 1.520406 -1.190 0.406 0.848 0.326
H -0.369913 1.746013 -0.951047 0.281 -0.527 -0.599 0.373
```
Positions in Å, forces in eV/Å.

Calculated values
- LUMO (eV) = 0.8
- highest occupied orbital energy (eV) = -10.36
- SMILES = C=C[C@@H](O)Cl
- HOMO-LUMO gap (eV) = 11.1
- energy relative to the best compared isomer or geometry (same formula, charge and spin) (kcal per mole) = 26.5

---

4.
Below is C3H5ClO2S in the gas phase, with properties calculated with ωB97M-V/def2-TZVPD.

Geometry as XYZ:
```
12
Properties=species:S:1:pos:R:3:forces:R:3:mulliken_charge:R:1
C -0.043812 0.747642 -0.809503 -0.837 1.127 0.799 -1.126
C -0.635880 -0.137392 0.167827 -1.501 -1.500 1.087 0.226
C -0.055731 -1.418697 0.694404 0.347 1.168 -2.227 -0.374
Cl 1.224540 -2.110168 -0.487566 -0.674 0.023 0.435 -0.227
S -2.539733 -0.497563 -0.245541 0.149 2.099 0.701 0.743
O -3.168483 -1.386102 0.711388 0.603 -0.227 -0.207 -0.495
O -3.279163 0.742175 -0.531292 1.185 -1.193 -0.104 -0.493
H 0.346317 0.142178 -1.562775 0.225 -0.808 -2.064 0.352
H 0.800781 1.380478 -0.605415 0.593 0.001 1.234 0.388
H -0.829105 1.454156 -1.020056 -0.212 0.212 -1.099 0.359
H 0.572527 -1.247465 1.552851 -0.440 -0.090 0.660 0.322
H -0.920193 -2.069189 0.725136 0.562 -0.812 0.786 0.324
```
Positions in Å, forces in eV/Å.

Calculated values
- LUMO (spin up / spin down) (eV) = -1.9 / -2.1
- highest occupied orbital energy (spin up / spin down) (eV) = -9.45 / -9.62
- SMILES = CC(CCl)=S(=O)=O
- HOMO-LUMO gap (spin up / spin down) (eV) = 7.6 / 7.5
- energy relative to the best compared isomer or geometry (same formula, charge and spin) (kcal per mole) = 72.6

---

5.
Below is 2 unconnected molecules or ions with the total composition C3H5ClO4, with properties calculated with ωB97M-V/def2-TZVPD.

Geometry as XYZ:
```
13
Properties=species:S:1:pos:R:3:forces:R:3:mulliken_charge:R:1
C -0.228985 0.045761 0.210890 -0.828 1.895 -2.305 0.676
C 3.274016 -0.293000 0.382669 -1.583 -1.973 -0.438 0.008
C -1.725060 0.492889 0.255305 -0.995 -3.182 0.995 -0.272
O 0.398311 0.116836 -0.826972 -0.397 -0.415 -0.271 -0.595
O 0.364140 -0.059816 1.360317 -2.726 -0.419 1.906 -0.339
O 3.071648 -1.196078 -0.566788 -0.515 0.685 2.983 -0.203
O -2.434880 0.545574 -0.976701 3.892 0.324 -2.223 -0.510
Cl 4.340928 0.922894 -0.045430 0.916 0.803 -0.643 -0.119
H -1.633999 1.507004 0.664078 -0.509 -0.383 0.638 0.235
H -2.315827 -0.387667 0.883515 1.423 2.858 -0.925 0.253
H 1.282393 -0.000277 1.228678 2.822 -0.209 -0.302 0.251
H 3.503063 -1.029246 -1.378103 1.156 0.493 -1.949 0.278
H -1.665491 0.672866 -1.723696 -2.657 -0.478 2.535 0.339
```
Positions in Å, forces in eV/Å.

Calculated values
- LUMO (eV) = -0.1
- highest occupied orbital energy (eV) = -10.01
- HOMO-LUMO gap (eV) = 9.9
- energy relative to the best compared isomer or geometry (same formula, charge and spin) (kcal per mole) = 11.6

---

6.
Below is C3H5ClS in the gas phase, with properties calculated with ωB97M-V/def2-TZVPD.

Geometry as XYZ:
```
10
Properties=species:S:1:pos:R:3:forces:R:3:mulliken_charge:R:1
C 1.384130 1.139491 0.675833 1.814 -1.616 -1.688 -0.872
S 0.667051 0.540514 -0.846742 -0.608 -0.135 -0.348 -0.031
C -0.558475 -0.496781 -0.203822 -0.618 0.520 -0.617 -0.197
C -1.516937 -1.071616 -0.917795 0.020 -1.331 2.103 -0.279
Cl -2.364803 -2.484387 -0.267396 -0.037 0.557 0.160 -0.209
H 1.578177 0.323287 1.407521 -0.047 0.839 -0.521 0.328
H 0.931298 1.999672 1.010989 -1.369 1.582 1.249 0.327
H 2.275393 1.493356 0.143182 0.650 -0.056 1.114 0.278
H -0.503055 -0.542610 0.866207 0.062 -0.902 0.344 0.247
H -1.892778 -0.900926 -1.867975 0.132 0.542 -1.797 0.408
```
Positions in Å, forces in eV/Å.

Calculated values
- LUMO (eV) = 0.8
- highest occupied orbital energy (eV) = -8.29
- SMILES = CS/C=C/Cl
- HOMO-LUMO gap (eV) = 9.1
- energy relative to the best compared isomer or geometry (same formula, charge and spin) (kcal per mole) = 13.5

---

7.
Below is C3H5ClS in the gas phase, with properties calculated with ωB97M-V/def2-TZVPD.

Geometry as XYZ:
```
10
Properties=species:S:1:pos:R:3:forces:R:3:mulliken_charge:R:1
C 0.915830 1.175618 -0.426207 0.503 4.196 -3.209 -0.741
C 0.758855 -0.033382 -0.087861 1.309 -2.478 1.108 0.210
Cl 2.000458 -1.169041 -0.412602 0.440 -0.794 -0.056 -0.190
C -0.424629 -0.471393 0.632918 -0.113 1.124 0.484 -0.495
S -1.578194 -0.761197 -0.689925 -1.836 -1.737 0.719 -0.176
H 1.662281 1.543729 -1.124992 0.537 -0.405 0.490 0.302
H 0.083596 1.847296 -0.485120 -0.561 0.353 0.947 0.277
H -0.743972 0.474982 1.068850 -0.254 -0.478 0.795 0.272
H -0.167758 -1.216788 1.382411 -0.576 -0.304 -0.252 0.414
H -2.506471 -1.389821 0.142532 0.551 0.523 -1.025 0.128
```
Positions in Å, forces in eV/Å.

Calculated values
- LUMO (eV) = 0.7
- highest occupied orbital energy (eV) = -9.27
- SMILES = C=C(Cl)CS
- HOMO-LUMO gap (eV) = 10.0
- energy relative to the best compared isomer or geometry (same formula, charge and spin) (kcal per mole) = 15.1

---

8.
Below is a molecular structure, C3H5CrLiO3, with properties calculated with ωB97M-V/def2-TZVPD.

Geometry as XYZ:
```
13
Properties=species:S:1:pos:R:3:forces:R:3:mulliken_charge:R:1
H -1.892468 2.350496 0.525303 -0.247 -0.864 1.109 0.431
O 1.513871 0.190343 -0.450532 0.224 0.735 -0.747 -0.927
C 0.925762 -0.850558 0.291996 -0.730 -1.267 0.865 -0.392
C -0.581189 -0.844157 0.208052 -0.318 -0.426 -0.320 -0.421
O -1.091133 0.370714 0.884953 -0.077 0.251 0.887 -0.152
C -1.653670 1.272086 0.234884 0.200 1.814 -1.470 0.471
O -1.817769 1.352964 -1.004253 -0.341 -0.703 -0.283 -0.048
Cr 2.399267 1.565261 0.337704 0.837 0.619 0.779 1.595
Li 1.716011 -0.231480 -2.251666 0.155 -0.417 -0.925 0.912
H 1.217291 -0.817258 1.354186 0.113 0.034 -0.115 0.386
H 1.240985 -1.840760 -0.080385 0.094 0.255 0.123 0.393
H -1.015603 -1.674199 0.772959 0.081 0.056 -0.126 0.365
H -0.961359 -0.843449 -0.823197 0.009 -0.086 0.221 0.387
```
Positions in Å, forces in eV/Å.

Calculated values
- total charge = +3
- 2S+1 = 6
- LUMO (spin up / spin down) (eV) = -15.5 / -16.4
- highest occupied orbital energy (spin up / spin down) (eV) = -24.17 / -24.78
- HOMO-LUMO gap (spin up / spin down) (eV) = 8.6 / 8.4
- <S²> = 8.775

---

9.
Below is a molecular structure, C3H5CrLiO4, with properties calculated with ωB97M-V/def2-TZVPD.

Geometry as XYZ:
```
14
Properties=species:S:1:pos:R:3:forces:R:3:mulliken_charge:R:1
O 0.226233 -0.208235 0.489872 0.453 -0.584 -3.368 -0.141
C -0.400628 -0.514943 1.645298 -0.919 -0.579 1.410 1.185
C -0.333053 -0.563961 -0.690907 -0.746 4.094 3.545 0.124
O 0.214109 -0.193717 2.704254 0.036 -0.044 -0.696 -0.753
O -1.510826 -1.062334 1.682013 0.470 0.239 -0.665 -0.622
C 0.064264 0.297824 -1.809415 6.240 2.006 0.733 -0.351
Cr -1.377741 -1.015221 3.647206 -1.318 -0.638 2.002 1.446
H -1.407092 -0.775320 -0.621760 -0.045 -1.830 -0.588 0.591
H -0.044255 -0.183911 -2.816208 0.347 0.320 -1.110 0.517
H 0.707730 -0.983980 -1.503783 -0.317 0.354 -0.854 0.400
H -0.774103 1.013892 -2.052141 -1.176 0.728 0.117 0.445
Li 1.951319 0.521980 2.955437 1.162 0.522 0.588 0.963
O 1.280078 1.530562 -1.435610 -4.185 -4.630 -0.029 -0.219
H 1.403966 2.137365 -2.194256 -0.003 0.043 -1.084 0.415
```
Positions in Å, forces in eV/Å.

Calculated values
- total charge = +4
- 2S+1 = 5
- LUMO (spin up / spin down) (eV) = -22.4 / -22.3
- highest occupied orbital energy (spin up / spin down) (eV) = -28.20 / -29.02
- HOMO-LUMO gap (spin up / spin down) (eV) = 5.8 / 6.7
- <S²> = 6.009

---

10.
Below is a molecular structure, C3H5CuLiO4, with properties calculated with ωB97M-V/def2-TZVPD.

Geometry as XYZ:
```
14
Properties=species:S:1:pos:R:3:forces:R:3:mulliken_charge:R:1
O 0.172158 -0.224933 0.296256 -0.857 -1.621 -0.940 -0.192
O 1.675242 0.656766 -1.005191 1.251 -1.491 -1.727 -0.930
C 0.555772 0.867950 -0.449168 3.277 2.268 4.882 0.876
O 0.308097 1.968175 0.050478 -2.110 0.304 -1.566 -0.628
C -1.204682 -0.325399 0.664446 -0.041 -0.127 0.207 -0.279
C -2.038385 -0.698611 -0.544559 -0.155 0.079 -0.140 -1.050
H -1.229576 -1.116310 1.424287 -0.039 0.260 -0.134 0.268
H -1.528402 0.627174 1.101119 0.090 -0.209 -0.011 0.294
H -1.534784 -1.476264 -1.135509 -0.196 0.097 0.252 0.293
H -3.023389 -1.060681 -0.220835 0.195 0.113 -0.201 0.360
H -2.173083 0.178522 -1.192310 -0.046 -0.220 0.124 0.298
O 4.025212 -0.015122 0.747179 1.336 1.191 0.126 -0.970
Cu 2.663876 -0.910611 0.335888 -2.279 -0.297 -0.835 0.780
Li 3.331949 1.529348 -0.072079 -0.427 -0.347 -0.036 0.878
```
Positions in Å, forces in eV/Å.

Calculated values
- 2S+1 = 2
- LUMO (spin up / spin down) (eV) = -0.5 / -1.2
- highest occupied orbital energy (spin up / spin down) (eV) = -9.48 / -9.26
- HOMO-LUMO gap (spin up / spin down) (eV) = 9.0 / 8.0
- energy relative to the best compared isomer or geometry (same formula, charge and spin) (kcal per mole) = 24.7
- <S²> = 0.759

---

11.
Below is 2 unconnected molecules or ions with the total composition C3H5F, with properties calculated with ωB97M-V/def2-TZVPD.

Geometry as XYZ:
```
9
Properties=species:S:1:pos:R:3:forces:R:3:mulliken_charge:R:1
C 0.145589 -0.513386 0.585505 -3.927 5.247 -3.112 -0.372
C -1.669106 -0.127665 -0.351635 6.096 -4.311 3.347 -0.153
C 1.223128 0.358973 0.037699 -1.711 0.669 -1.495 -0.780
F -2.475574 -0.836101 0.392652 -1.534 0.052 -0.148 -0.173
H 0.397875 -1.475783 0.521365 0.236 -4.137 0.196 0.312
H -1.906740 0.834417 -0.586582 -1.075 2.811 -0.431 0.324
H 1.225201 1.363303 0.467535 0.596 -0.237 0.337 0.288
H 2.140844 -0.188922 -0.031546 0.873 0.247 0.347 0.315
H 0.918782 0.585164 -1.034993 0.448 -0.342 0.958 0.239
```
Positions in Å, forces in eV/Å.

Calculated values
- LUMO (spin up / spin down) (eV) = 0.1 / 0.0
- highest occupied orbital energy (spin up / spin down) (eV) = -8.63 / -8.62
- HOMO-LUMO gap (spin up / spin down) (eV) = 8.7 / 8.6
- energy relative to the best compared isomer or geometry (same formula, charge and spin) (kcal per mole) = 130.4

---

12.
Below is C3H5F2NO2 in the gas phase, with properties calculated with ωB97M-V/def2-TZVPD.

Geometry as XYZ:
```
13
Properties=species:S:1:pos:R:3:forces:R:3:mulliken_charge:R:1
O -1.103298 -2.362738 0.956913 1.440 3.431 -1.370 -0.584
C -0.432092 -1.330113 0.651512 0.173 -3.816 1.142 0.119
N -0.915572 -0.192666 0.096311 -1.159 -0.208 -1.397 0.093
O -2.094188 -0.396085 -0.721415 -0.144 -3.253 1.079 -0.467
C 0.063340 0.628909 -0.604729 0.870 -0.269 2.210 -0.762
C 1.251257 1.075598 0.335262 -3.079 3.736 -3.497 0.306
F 2.030650 0.095950 0.699408 1.284 -0.268 0.833 -0.234
F 0.858588 1.913829 1.357764 0.281 -1.304 0.214 -0.278
H 0.715999 -1.359537 0.741624 -1.917 0.171 0.301 0.310
H -2.320585 -1.466505 -0.609631 1.033 3.753 -0.034 0.366
H -0.266305 1.510841 -1.151186 -0.841 -0.107 0.656 0.469
H 0.605667 0.065329 -1.313276 0.469 -0.977 -1.230 0.415
H 1.606542 1.817189 -0.438558 1.590 -0.888 1.092 0.247
```
Positions in Å, forces in eV/Å.

Calculated values
- LUMO (eV) = 0.6
- highest occupied orbital energy (eV) = -9.94
- SMILES = O=CN(O)CC(F)F
- HOMO-LUMO gap (eV) = 10.5
- energy relative to the best compared isomer or geometry (same formula, charge and spin) (kcal per mole) = 78.9